DFT (wB97M-V/def2-TZVPD) results for a structure of composition C20H12Cl3N4O4Y at a distorted geometry.

* total charge: 0
* energy: -73699.27707 eV
* gap between HOMO and LUMO (spin up / spin down): 7.4 / 5.4 eV

Each line ends with the Löwdin charge.
Cartesian coordinates (Å):
Y  0.09  -0.49  0.52  1.40
O  2.91  0.74  -2.91  0.06
C  2.33  0.22  -1.95  -0.43
N  0.96  0.09  -1.80  0.05
C  0.16  1.00  -2.36  -0.26
C  0.64  2.05  -3.12  -0.01
C  -0.16  3.12  -3.47  -0.06
C  -1.48  3.10  -3.13  -0.07
C  -2.05  2.03  -2.45  0.01
C  -1.23  1.00  -2.00  -0.25
N  -1.60  0.19  -1.03  0.02
C  -2.89  -0.12  -0.69  -0.39
O  -3.89  0.29  -1.31  0.05
C  -3.07  -1.18  0.30  -0.22
C  -4.36  -1.46  0.66  -0.01
C  -4.65  -2.49  1.49  -0.03
C  -3.60  -3.25  2.03  -0.04
C  -2.34  -2.83  1.74  -0.12
N  -2.08  -1.86  0.83  0.03
C  3.13  -0.31  -0.83  -0.18
C  4.54  -0.21  -0.88  0.02
C  5.37  -0.68  0.13  -0.04
C  4.82  -1.14  1.32  -0.03
C  3.42  -1.14  1.36  -0.09
N  2.59  -0.79  0.31  0.02
H  1.66  1.99  -3.50  0.10
H  0.23  3.94  -4.12  0.12
H  -2.11  3.92  -3.52  0.12
H  -3.14  1.95  -2.24  0.12
H  -5.13  -0.92  0.15  0.12
H  -5.73  -2.71  1.73  0.14
H  -3.74  -4.13  2.64  0.11
H  -1.48  -3.25  2.27  0.12
H  4.98  0.25  -1.73  0.11
H  6.47  -0.61  0.05  0.12
H  5.41  -1.44  2.20  0.12
H  2.87  -1.46  2.24  0.09
Cl  0.58  2.01  0.65  0.07
C  0.39  1.30  3.79  -1.14
Cl  -0.70  2.56  4.01  0.69
Cl  2.00  1.55  4.18  0.69
C  0.04  0.01  3.05  -0.87
O  0.97  -0.75  2.73  -0.16
O  -1.13  -0.05  2.63  -0.10

=====

DFT (wB97M-V/def2-TZVPD) results for a cluster of 10 separate species, C36H98N6O12 in total at a distorted geometry.

* total charge: 0
* SMILES string: COC[C@H](C)N.COC[C@H](C)N.COC[C@H](C)N.COC[C@H](C)N.COCCNCCOC.COCCNCCOC.CCO.CCO.CCO.CCO
* energy: -72418.84042 eV
* energy above the lowest of the compared OMol25 structures with the same formula, charge and spin: 498.97 kJ/mol
* gap between HOMO and LUMO: 8.7 eV

Each line ends with the Löwdin charge.
Cartesian coordinates (Å):
C  -2.60  7.25  -5.33  -0.07
O  -1.79  6.39  -6.18  -0.19
C  -2.09  5.03  -6.17  -0.22
C  -1.38  4.41  -4.94  -0.37
C  0.23  4.38  -5.06  -0.05
N  -1.84  3.03  -4.70  0.00
H  -2.23  8.27  -5.32  0.08
H  -2.58  6.91  -4.29  0.08
H  -3.66  7.36  -5.59  0.08
H  -3.17  4.88  -6.19  0.12
H  -1.80  4.45  -7.05  0.13
H  -1.53  4.84  -3.95  0.12
H  0.60  3.76  -5.87  0.06
H  0.64  3.89  -4.17  0.06
H  0.53  5.41  -5.24  0.06
H  -1.98  2.37  -5.46  0.06
H  -1.19  2.48  -4.16  0.05
C  5.71  -1.22  9.15  -0.06
O  6.74  -0.61  10.01  -0.19
C  7.28  0.58  9.44  -0.21
C  8.23  1.16  10.56  -0.42
C  7.40  2.01  11.56  -0.08
N  9.28  2.04  10.10  0.01
H  5.31  -0.69  8.28  0.09
H  5.07  -1.64  9.92  0.09
H  6.31  -2.00  8.68  0.08
H  7.80  0.65  8.49  0.11
H  6.51  1.31  9.18  0.11
H  8.74  0.48  11.24  0.13
H  8.02  2.12  12.45  0.07
H  6.54  1.40  11.83  0.07
H  7.10  2.95  11.10  0.07
H  9.90  2.47  10.77  0.07
H  8.75  2.79  9.67  0.06
C  -5.43  -9.01  -1.11  -0.10
O  -6.83  -9.17  -0.90  -0.20
C  -7.67  -8.79  -1.93  -0.21
C  -7.60  -9.81  -3.13  -0.37
C  -7.92  -9.14  -4.48  -0.08
N  -8.63  -10.90  -3.06  0.02
H  -4.96  -9.46  -0.24  0.08
H  -5.30  -7.96  -0.85  0.09
H  -4.92  -9.37  -2.00  0.09
H  -8.67  -8.80  -1.49  0.12
H  -7.63  -7.73  -2.15  0.12
H  -6.65  -10.32  -3.21  0.12
H  -8.91  -8.68  -4.42  0.08
H  -8.11  -9.90  -5.24  0.06
H  -7.28  -8.37  -4.91  0.07
H  -8.26  -11.74  -2.64  0.06
H  -8.79  -11.13  -4.03  0.04
C  -2.81  5.24  2.10  -0.12
O  -2.58  6.62  2.23  -0.20
C  -1.44  7.13  1.53  -0.18
C  -1.46  8.67  1.66  -0.44
C  -1.47  9.15  3.13  -0.06
N  -2.59  9.26  0.96  0.02
H  -2.03  4.70  2.65  0.09
H  -2.93  4.89  1.07  0.09
H  -3.73  4.90  2.57  0.08
H  -0.51  6.73  1.93  0.12
H  -1.54  6.96  0.46  0.12
H  -0.62  8.97  1.03  0.12
H  -1.54  10.24  3.17  0.07
H  -0.60  8.73  3.62  0.07
H  -2.42  8.80  3.54  0.08
H  -3.37  8.62  1.06  0.06
H  -2.85  10.16  1.36  0.06
C  5.30  5.57  4.07  -0.12
O  6.52  6.25  4.33  -0.21
C  6.36  7.69  4.40  -0.20
C  7.75  8.46  4.37  -0.17
N  7.64  9.97  4.37  -0.04
C  7.00  10.38  5.68  -0.21
C  7.73  11.57  6.31  -0.24
O  9.15  11.44  6.35  -0.18
C  9.51  10.57  7.47  -0.08
H  4.79  5.83  3.15  0.09
H  4.66  5.62  4.96  0.08
H  5.64  4.53  4.02  0.09
H  5.97  7.86  5.41  0.10
H  5.61  8.11  3.72  0.12
H  8.13  8.15  3.39  0.11
H  8.37  8.16  5.21  0.10
H  8.55  10.40  4.23  0.09
H  7.14  9.70  6.52  0.09
H  5.92  10.44  5.56  0.12
H  7.30  11.78  7.29  0.12
H  7.54  12.46  5.71  0.12
H  10.59  10.66  7.61  0.09
H  9.12  9.56  7.34  0.07
H  9.11  10.87  8.44  0.08
C  -11.91  -4.48  -9.79  -0.13
O  -10.54  -4.24  -9.52  -0.19
C  -10.31  -3.95  -8.14  -0.21
C  -8.93  -3.32  -7.79  -0.20
N  -8.85  -3.28  -6.32  -0.07
C  -7.59  -2.60  -5.81  -0.17
C  -6.45  -3.49  -5.98  -0.30
O  -5.86  -3.41  -7.21  -0.20
C  -4.70  -4.10  -7.65  -0.07
H  -11.90  -5.21  -10.61  0.08
H  -12.41  -3.58  -10.14  0.08
H  -12.55  -4.96  -9.05  0.08
H  -10.73  -4.68  -7.45  0.12
H  -11.00  -3.12  -7.99  0.11
H  -8.73  -2.37  -8.27  0.12
H  -8.16  -3.97  -8.21  0.10
H  -9.10  -4.16  -5.89  0.10
H  -7.78  -2.23  -4.80  0.12
H  -7.43  -1.71  -6.42  0.12
H  -6.67  -4.54  -5.82  0.13
H  -5.79  -3.18  -5.17  0.12
H  -4.43  -3.98  -8.70  0.09
H  -4.96  -5.15  -7.57  0.08
H  -3.90  -3.76  -7.00  0.09
C  5.63  -2.19  -4.92  -0.09
C  5.53  -2.98  -6.21  -0.32
O  4.16  -3.48  -6.30  -0.09
H  6.57  -1.66  -4.87  0.07
H  5.57  -2.98  -4.17  0.07
H  4.84  -1.44  -4.86  0.08
H  6.27  -3.78  -6.22  0.10
H  5.79  -2.33  -7.05  0.10
H  3.96  -3.67  -7.22  0.07
C  1.93  -3.05  1.23  -0.12
C  0.52  -3.08  0.81  -0.35
O  0.47  -2.99  -0.60  -0.07
H  1.97  -3.13  2.31  0.08
H  2.51  -2.18  0.91  0.08
H  2.45  -3.90  0.79  0.08
H  0.04  -2.18  1.20  0.12
H  0.10  -4.01  1.19  0.11
H  0.81  -3.83  -0.91  0.08
C  -2.55  -6.93  5.23  -0.09
C  -1.08  -7.37  5.39  -0.37
O  -0.30  -6.34  5.85  -0.05
H  -2.63  -6.54  6.24  0.06
H  -3.26  -7.74  5.10  0.07
H  -2.72  -6.13  4.51  0.07
H  -0.84  -7.51  4.34  0.10
H  -0.99  -8.34  5.88  0.11
H  -0.37  -6.26  6.80  0.09
C  4.56  -9.63  -2.12  -0.09
C  4.72  -8.33  -2.91  -0.32
O  3.41  -7.74  -3.03  -0.09
H  3.82  -9.50  -1.33  0.07
H  5.50  -10.04  -1.74  0.07
H  4.08  -10.30  -2.83  0.07
H  4.96  -8.58  -3.95  0.10
H  5.52  -7.71  -2.51  0.10
H  3.54  -7.10  -3.73  0.07

=====

DFT (wB97M-V/def2-TZVPD) results for a structure of composition C29H28AsF6GeNO8PSTi.

* total charge: -2
* energy: -225307.36383 eV
* energy above the lowest of the compared OMol25 structures with the same formula, charge and spin: 33.71 kJ/mol
* multiplicity: 2
* gap between HOMO and LUMO (spin up / spin down): 7.2 / 7.2 eV

Each line ends with the Löwdin charge.
Cartesian coordinates (Å):
Ti  0.15  -0.31  -1.27  1.22
O  -0.40  5.59  -2.65  0.05
C  -0.10  4.36  -2.13  -0.28
C  0.98  3.62  -2.59  0.07
C  1.19  2.39  -2.01  -0.16
N  0.41  1.92  -1.05  0.08
C  -0.66  2.60  -0.65  -0.15
C  -0.94  3.85  -1.14  0.08
C  -1.57  1.77  0.24  -0.57
O  -2.47  2.33  0.86  0.02
O  -1.28  0.53  0.20  -0.14
C  2.26  1.39  -2.41  -0.55
O  3.23  1.74  -3.05  0.06
O  2.01  0.22  -1.93  -0.11
H  0.21  5.77  -3.37  0.10
H  1.64  3.95  -3.39  0.13
H  -1.82  4.39  -0.81  0.13
O  1.95  -2.60  -0.31  -0.30
S  2.19  -1.59  0.69  0.47
O  3.52  -1.05  0.78  -0.31
O  1.14  -0.53  0.61  -0.45
C  1.92  -2.40  2.28  -0.23
C  3.07  -2.89  2.90  -0.07
C  2.98  -3.66  4.04  -0.09
C  1.73  -3.96  4.58  -0.09
C  0.60  -3.46  3.97  -0.11
C  0.67  -2.65  2.83  -0.30
P  -0.86  -1.95  2.06  1.18
C  -1.75  -3.54  1.78  -0.34
C  -2.68  -4.13  2.62  -0.10
C  -3.28  -5.33  2.28  -0.11
C  -2.95  -5.96  1.09  -0.12
C  -2.02  -5.38  0.23  -0.08
C  -1.43  -4.17  0.57  -0.09
C  -1.77  -1.28  3.50  -0.35
C  -1.26  -1.07  4.79  -0.09
C  -2.03  -0.43  5.75  -0.11
C  -3.30  0.02  5.45  -0.11
C  -3.81  -0.16  4.17  -0.09
C  -3.04  -0.78  3.21  -0.10
H  4.03  -2.65  2.46  0.10
H  3.88  -4.04  4.51  0.09
H  1.65  -4.58  5.47  0.09
H  -0.38  -3.68  4.39  0.10
H  -2.95  -3.64  3.55  0.10
H  -4.02  -5.78  2.94  0.09
H  -3.42  -6.90  0.82  0.09
H  -1.77  -5.85  -0.71  0.10
H  -0.73  -3.69  -0.11  0.09
H  -0.27  -1.40  5.04  0.09
H  -1.61  -0.27  6.74  0.09
H  -3.89  0.53  6.21  0.09
H  -4.79  0.23  3.91  0.09
H  -3.42  -0.87  2.19  0.10
F  -0.85  -1.77  -0.90  -0.41
As  -1.51  -1.83  -4.02  1.22
F  -0.52  -3.10  -4.67  -0.38
F  0.40  -1.36  -2.88  -0.49
F  -0.87  -0.58  -5.03  -0.36
F  -1.13  0.46  -2.36  -0.39
F  -2.76  -2.15  -5.27  -0.47
C  -5.65  1.15  0.40  -0.22
Ge  -5.51  -0.17  -1.04  0.73
C  -5.43  0.77  -2.76  -0.23
C  -7.13  -1.29  -1.04  -0.25
C  -3.94  -1.24  -0.81  -0.08
H  -6.12  0.70  1.28  0.00
H  -6.25  2.01  0.09  0.01
H  -4.65  1.49  0.69  -0.01
H  -6.34  1.34  -2.94  0.00
H  -5.29  0.06  -3.58  0.01
H  -4.58  1.45  -2.76  0.02
H  -8.02  -0.68  -1.19  0.00
H  -7.23  -1.81  -0.08  0.01
H  -7.09  -2.04  -1.83  0.01
H  -3.89  -2.32  -0.94  -0.01
H  -2.99  -0.74  -0.70  -0.04

=====

DFT (wB97M-V/def2-TZVPD) results for a cluster of 2 separate species, C30H29BF4O2S in total at a distorted geometry.

* total charge: 0
* energy: -58054.42839 eV
* energy above the lowest of the compared OMol25 structures with the same formula, charge and spin: 451.79 kJ/mol
* gap between HOMO and LUMO: 3.5 eV

Each line ends with the Löwdin charge.
Cartesian coordinates (Å):
F  -2.36  2.91  -4.79  0.03
C  -2.19  1.68  -4.19  -0.25
C  -3.22  0.75  -4.30  0.05
C  -2.96  -0.52  -3.76  -0.25
F  -3.91  -1.50  -3.92  0.03
C  -1.79  -0.82  -3.09  0.01
C  -0.78  0.18  -2.88  -0.19
C  0.39  -0.22  -2.15  0.00
C  1.71  0.14  -2.59  -0.20
C  2.72  -0.86  -2.73  0.04
C  3.93  -0.55  -3.35  -0.25
F  4.83  -1.56  -3.60  0.03
C  4.26  0.74  -3.76  0.04
C  3.31  1.73  -3.54  -0.24
F  3.62  3.04  -3.87  0.02
C  2.07  1.46  -2.98  0.00
C  -0.99  1.43  -3.54  0.03
H  -4.13  0.93  -4.87  0.12
H  -1.59  -1.87  -2.81  0.12
H  0.29  -1.13  -1.55  0.10
H  2.47  -1.91  -2.51  0.13
H  5.21  0.95  -4.26  0.13
H  1.40  2.27  -2.76  0.08
H  -0.20  2.19  -3.58  0.10
C  0.98  0.61  6.30  -0.09
C  0.55  0.78  4.88  -0.53
C  -0.55  1.54  4.48  -0.11
C  -0.80  1.48  3.08  -0.05
C  0.18  0.80  2.34  -0.35
B  -0.19  -0.23  1.02  -0.89
C  0.58  1.18  0.64  -0.16
C  -0.16  2.24  0.01  0.02
C  0.44  3.39  -0.47  -0.05
C  1.84  3.51  -0.40  -0.04
C  2.62  2.44  0.07  -0.05
C  2.00  1.29  0.51  -0.01
O  0.47  -1.46  1.03  0.10
C  -0.55  -2.38  1.51  -0.43
C  -0.25  -3.71  0.83  -0.01
C  -0.38  -2.54  3.02  -0.04
C  -1.92  -1.66  1.11  -0.44
C  -2.45  -2.20  -0.19  -0.01
C  -3.01  -1.73  2.17  0.00
O  -1.57  -0.28  0.90  0.12
S  1.41  0.23  3.48  1.14
H  0.32  1.08  7.04  0.09
H  1.06  -0.45  6.58  0.08
H  1.97  1.06  6.42  0.08
H  -1.19  2.10  5.16  0.12
H  -1.69  1.88  2.60  0.14
H  -1.25  2.14  -0.03  0.14
H  -0.17  4.20  -0.88  0.12
H  2.32  4.43  -0.72  0.12
H  3.71  2.52  0.11  0.12
H  2.61  0.45  0.87  0.13
H  -0.98  -4.49  1.06  0.10
H  -0.20  -3.56  -0.26  0.09
H  0.73  -4.06  1.16  0.10
H  -1.00  -3.38  3.39  0.10
H  0.66  -2.77  3.29  0.09
H  -0.65  -1.64  3.60  0.07
H  -2.69  -3.27  -0.12  0.10
H  -3.36  -1.64  -0.53  0.11
H  -1.68  -2.05  -0.98  0.05
H  -3.22  -2.79  2.34  0.10
H  -2.71  -1.28  3.13  0.08
H  -3.91  -1.22  1.84  0.09

=====

DFT (wB97M-V/def2-TZVPD) results for a cluster of 2 separate species, CH3ClOS2 in total at a distorted geometry.

* total charge: 0
* energy: -37323.45303 eV
* energy above the lowest of the compared OMol25 structures with the same formula, charge and spin: 216.00 kJ/mol
* gap between HOMO and LUMO (spin up / spin down): 7.1 / 7.2 eV

Each line ends with the Löwdin charge.
Cartesian coordinates (Å):
C  1.10  0.59  0.53  -0.56
O  -1.23  -2.10  -0.30  -0.62
S  1.26  2.08  1.56  0.50
S  -2.09  -1.89  -1.47  0.54
Cl  -2.58  0.15  -1.38  0.09
H  2.17  0.47  0.21  0.04
H  0.54  0.83  -0.40  0.02
H  0.84  -0.14  1.25  -0.02

=====

DFT (wB97M-V/def2-TZVPD) results for the molecule C6H10N2 at a distorted geometry.

* total charge: 0
* SMILES string: CN(C)C1=NCC=C1
* energy: -9358.87782 eV
* energy above the lowest of the compared OMol25 structures with the same formula, charge and spin: 536.38 kJ/mol
* gap between HOMO and LUMO: 8.7 eV

Each line ends with the Löwdin charge.
Cartesian coordinates (Å):
C  -1.73  0.04  -1.19  -0.13
N  -0.54  0.57  -0.59  -0.22
C  -0.36  1.90  -0.95  -0.11
C  0.21  -0.08  0.22  -0.37
N  1.45  0.40  0.74  0.04
C  2.03  -0.65  1.56  -0.29
C  1.19  -1.87  1.27  -0.09
C  0.07  -1.46  0.60  -0.06
H  -2.84  0.41  -0.64  0.15
H  -2.10  0.79  -2.07  0.09
H  -1.73  -1.11  -1.53  0.11
H  0.63  2.29  -1.43  0.12
H  -0.86  2.63  -0.27  0.10
H  -1.03  2.13  -1.96  0.11
H  3.29  -0.86  1.61  0.18
H  1.90  -0.45  2.55  0.06
H  1.62  -2.91  1.68  0.14
H  -1.18  -1.77  0.41  0.17

=====

Among the records above, which one has the lowest energy?
C29H28AsF6GeNO8PSTi